Density functional theory data (ωB97M-V/def2-TZVPD) for a molecular structure, C31H39MnN5S at a distorted geometry.

XYZ file:
```
77
Properties=species:S:1:pos:R:3:forces:R:3:lowdin_spin:R:1
Mn 0.008 -0.094 0.033 -0.589 -0.698 -0.225 2.199
N 0.358 1.623 -0.943 -5.694 -1.069 -2.804 0.174
N -2.458 1.101 -0.943 -0.418 -1.050 -0.218 -0.009
C -0.439 -1.201 1.749 0.198 0.373 -0.336 -0.005
C -0.894 0.159 1.953 0.551 0.265 0.709 -0.014
C 0.240 1.023 1.860 -3.304 -1.180 3.862 0.045
C 0.249 2.507 2.071 -2.393 1.514 4.484 0.038
H -0.740 2.946 1.872 0.181 -0.091 0.016 0.002
H 0.978 3.004 1.410 -1.584 2.660 2.538 0.013
H 0.531 2.734 3.117 -0.416 0.038 0.447 0.015
C 1.408 0.224 1.578 0.528 -3.565 1.696 0.049
C 2.823 0.721 1.513 3.390 -3.246 3.350 0.082
H 3.276 0.747 2.523 0.211 -0.202 0.061 0.012
H 2.873 1.741 1.097 2.598 -0.456 1.582 0.025
H 3.451 0.069 0.883 -0.231 0.022 0.104 0.010
C 0.983 -1.152 1.533 0.475 -0.246 0.249 0.013
C 1.880 -2.353 1.421 0.126 -0.071 0.178 0.016
H 2.791 -2.133 0.843 -0.301 -0.071 0.191 0.002
H 1.366 -3.197 0.934 0.144 0.249 0.112 0.003
H 2.191 -2.682 2.431 0.008 -0.048 -0.346 0.002
C -2.300 0.582 2.266 -0.090 0.087 0.093 -0.003
H -2.461 0.632 3.360 0.013 0.009 -0.396 -0.001
H -3.032 -0.129 1.849 0.202 0.187 0.102 0.000
H -2.512 1.575 1.837 0.067 -0.332 0.132 0.000
C -1.232 -2.455 1.966 -0.032 -0.112 0.138 0.002
H -1.019 -3.216 1.198 -0.091 0.218 0.261 0.000
H -2.310 -2.248 1.952 0.348 -0.072 0.018 0.000
H -0.992 -2.893 2.955 -0.121 0.064 -0.293 -0.001
C 1.636 1.902 -1.308 4.381 -0.871 0.126 0.057
H 2.300 1.034 -1.369 -0.322 0.009 -1.557 0.007
C 2.116 3.178 -1.559 -0.761 3.502 -2.955 0.062
H 3.160 3.327 -1.845 -0.715 -0.002 0.026 0.004
C 1.208 4.264 -1.409 1.941 -1.393 -0.923 0.044
H 1.547 5.295 -1.561 -0.042 -0.446 0.097 0.004
C -0.108 4.008 -1.098 -1.255 -0.544 0.706 0.025
H -0.837 4.821 -1.009 0.212 -0.334 -0.076 0.001
C -0.581 2.656 -0.922 -0.887 1.618 -0.999 0.017
C -1.934 2.395 -0.726 0.582 0.192 -0.030 -0.006
H -2.671 3.197 -0.752 0.296 -0.285 -0.017 -0.001
C -1.752 -0.068 -0.805 -0.716 0.015 -0.800 0.008
C -3.732 0.865 -1.463 0.309 -0.524 -0.068 0.001
H -4.433 1.676 -1.645 0.267 -0.352 0.072 0.000
C -3.826 -0.478 -1.696 -0.064 0.434 0.024 -0.004
H -4.627 -1.082 -2.116 0.270 0.272 0.175 0.000
N -2.612 -1.037 -1.307 -0.399 0.332 0.034 -0.003
C -2.249 -2.393 -1.611 -0.006 -0.126 0.002 0.007
C -2.828 -3.458 -0.893 0.402 0.007 -0.491 0.001
C -2.399 -4.764 -1.193 0.164 0.146 -0.238 0.001
H -2.826 -5.602 -0.629 0.162 0.289 -0.189 0.000
C -1.446 -5.021 -2.192 -0.266 0.546 0.157 0.001
C -0.951 -6.425 -2.457 0.155 -0.181 -0.024 0.000
H 0.060 -6.570 -2.030 -0.418 0.058 -0.160 0.000
H -0.878 -6.628 -3.539 -0.050 0.083 0.409 0.000
H -1.616 -7.180 -2.006 0.239 0.301 -0.172 0.000
C -0.965 -3.937 -2.949 -0.194 0.038 0.220 0.002
H -0.262 -4.121 -3.769 -0.243 0.044 0.276 0.000
C -1.370 -2.619 -2.696 -0.148 -0.444 0.344 0.009
C -0.961 -1.492 -3.617 0.071 0.178 -0.011 0.010
H -1.803 -1.237 -4.288 0.325 -0.105 0.258 0.000
H -0.102 -1.789 -4.239 -0.301 0.073 0.200 0.000
H -0.695 -0.576 -3.066 -0.044 -0.354 -0.131 0.008
C -3.934 -3.237 0.113 -0.186 0.038 0.123 0.000
H -4.921 -3.383 -0.367 0.387 0.060 0.154 0.000
H -3.920 -2.216 0.523 0.020 -0.395 -0.171 0.000
H -3.866 -3.957 0.945 0.025 0.266 -0.303 0.000
S 1.425 1.828 0.498 1.715 3.713 -11.776 0.381
C 2.761 3.616 0.791 0.632 0.291 1.484 0.408
N 2.986 3.986 2.166 0.558 0.729 -0.187 0.138
C 4.383 3.834 2.501 0.406 -1.128 1.431 0.018
C 5.085 3.990 1.181 0.839 0.246 0.130 0.007
N 4.094 3.548 0.240 -0.321 -0.577 -0.191 0.090
H 2.345 3.753 2.930 0.093 0.036 -0.944 0.009
H 4.538 2.777 2.841 0.270 0.505 0.077 0.007
H 4.748 4.502 3.307 -0.239 -0.129 -0.407 0.000
H 6.018 3.378 1.147 -0.567 0.589 -0.088 0.001
H 5.304 5.054 0.980 0.247 -0.243 0.158 0.001
H 4.376 2.753 -0.352 -0.602 0.644 0.523 0.014
```
Positions in Å, forces in eV/Å.

Computed properties:
HOMO level (spin up / spin down) in eV: -0.71 / -1.36
Spin multiplicity: 5
Charge: -1

=====

Density functional theory data (ωB97M-V/def2-TZVPD) for a molecular structure, C31H39N3O6S at a distorted geometry.

XYZ file:
```
80
Properties=species:S:1:pos:R:3:forces:R:3:nbo_charge:R:1
C 6.452 1.259 -1.770 5.082 0.559 -3.513 -0.196
H 7.016 0.407 -1.341 -0.694 0.281 -0.275 0.191
O 5.232 1.066 -2.280 -4.466 -2.005 1.320 -0.506
C 4.201 0.750 -1.286 1.030 2.743 -5.215 0.246
C 3.008 1.359 -1.495 -4.476 3.088 2.968 -0.289
C 1.905 1.284 -0.373 2.228 -1.466 -2.102 0.088
C 2.041 0.341 0.779 3.098 4.670 -8.941 -0.316
C 3.268 -0.266 0.604 -2.184 -2.773 5.092 0.347
C 4.247 -0.149 -0.339 3.880 -3.599 2.107 0.123
O 5.494 -0.961 -0.279 -1.776 11.889 -4.522 -0.489
C 5.397 -2.026 0.269 2.030 -13.573 -2.125 -0.108
H 5.417 -2.133 1.238 0.908 -0.170 5.377 0.153
H 6.365 -2.883 -0.283 -2.122 2.377 1.801 0.068
H 4.587 -2.690 -0.022 -0.830 0.050 -0.431 0.137
O 3.480 -1.186 1.628 -0.463 -0.976 1.981 -0.582
C 2.416 -1.321 2.862 3.174 0.119 -2.259 -0.261
H 2.897 -2.189 3.497 -0.837 2.334 -1.083 0.223
H 1.508 -1.696 2.386 -0.109 0.389 0.313 0.198
H 2.420 -0.234 3.190 -0.410 -1.855 0.450 0.229
H 1.329 0.434 1.472 -2.134 -0.398 2.851 0.264
C 0.620 2.109 -0.721 3.968 -3.593 7.048 -0.217
N -0.362 1.365 -1.272 -1.740 -1.206 -5.006 -0.543
C -0.963 1.962 -2.357 -2.659 -6.392 -1.336 0.762
O -0.963 3.093 -2.468 0.539 7.291 -1.281 -0.587
C -1.835 1.112 -3.527 1.961 -2.356 12.409 -0.197
N -2.500 -0.022 -2.558 -2.072 -2.176 -0.554 -0.624
C -3.280 0.115 -1.448 0.447 10.016 0.236 0.649
O -3.337 1.612 -1.086 -0.029 -7.753 -1.277 -0.789
C -4.021 -0.849 -0.630 5.692 0.660 -7.971 -0.342
C -4.601 -0.756 0.505 -0.209 11.699 3.069 -0.222
C -5.106 -1.846 0.843 -5.116 -12.492 4.210 -0.238
C -4.820 -3.008 -0.062 -1.008 -0.016 3.144 -0.456
S -3.853 -2.416 -1.274 -0.623 -0.385 -0.169 0.546
H -5.048 -4.151 0.141 0.439 2.853 -0.575 0.269
H -5.717 -2.147 1.802 1.255 1.084 -1.992 0.236
H -4.744 0.422 0.978 0.522 -3.814 -1.185 0.293
H -2.462 -1.009 -2.972 0.111 1.981 0.733 0.394
H -1.200 0.454 -3.748 5.167 -4.372 -4.653 0.218
H -2.531 1.660 -3.801 -5.871 4.979 -3.810 0.227
C -0.381 0.018 -1.005 4.035 -4.087 -4.724 0.288
C 0.422 -1.116 -1.774 -1.826 9.964 -2.943 -0.232
C 0.223 -2.303 -1.340 7.266 -3.060 -12.438 -0.158
C -0.304 -2.857 -0.360 -1.331 -5.976 7.055 -0.119
C -0.854 -2.013 0.466 -1.241 5.985 -0.307 -0.104
C -0.940 -0.472 0.023 0.166 -8.615 2.339 -0.257
H -1.136 0.124 0.741 -2.584 4.026 5.005 0.203
H -1.170 -2.289 1.415 -0.873 -0.096 1.657 0.197
C -0.014 -4.419 0.031 -3.639 5.521 -3.174 -0.267
C -1.521 -4.770 0.049 -0.092 -3.181 6.534 -0.587
H -2.222 -4.293 1.000 2.303 -1.018 -2.738 0.209
H -1.457 -5.871 0.349 -0.880 0.880 -0.430 0.202
H -2.088 -4.710 -0.822 -0.339 0.480 -1.672 0.213
C 0.858 -4.400 1.174 -6.941 -5.636 7.058 -0.522
H 0.844 -5.603 1.596 0.412 3.060 -0.981 0.201
H 1.780 -4.099 1.274 4.883 1.981 -0.552 0.208
H 0.224 -3.885 2.328 1.771 -1.325 -3.729 0.168
H 0.336 -4.876 -0.884 0.746 -0.177 -0.045 0.227
H 0.764 -3.082 -2.180 -1.194 1.639 2.192 0.172
H 0.844 -0.612 -2.825 -0.583 -2.307 2.835 0.227
H 1.004 2.988 -0.955 0.904 3.880 -3.288 0.274
C -0.010 2.522 0.555 -1.499 2.217 7.029 0.704
O 0.279 2.253 1.863 -1.327 0.818 -6.730 -0.698
N -1.033 3.420 0.257 1.940 -2.517 9.411 -0.624
H -1.408 3.563 -0.552 -1.896 0.485 -6.428 0.409
C -2.050 3.840 1.292 0.906 5.090 1.510 0.197
C -1.334 4.798 2.292 -2.791 -0.845 2.612 -0.630
H -0.615 4.213 2.862 0.288 0.473 -0.085 0.233
H -2.039 5.401 3.084 0.957 -2.133 -1.653 0.183
H -1.024 5.615 1.808 2.412 2.929 -2.011 0.189
C -2.717 2.860 2.380 0.085 2.883 -16.181 -0.571
H -3.157 2.263 1.348 -0.043 0.329 2.639 0.203
H -3.483 3.156 2.726 -9.527 4.175 5.730 0.193
H -2.127 2.227 2.540 8.812 -8.870 4.294 0.205
C -3.077 4.968 0.247 -4.418 -18.238 6.127 -0.534
H -3.486 3.901 -0.327 0.640 3.786 0.638 0.226
H -3.746 5.170 0.963 -2.811 1.388 2.136 0.192
H -2.669 5.611 -0.182 6.822 9.774 -6.836 0.145
H 2.918 2.258 -2.202 0.113 -1.726 0.872 0.236
H 7.158 1.546 -2.959 -1.794 -0.525 3.952 0.139
H 6.450 2.088 -1.101 0.465 0.877 0.487 0.163
```
Positions in Å, forces in eV/Å.

Computed properties:
HOMO level in eV: -8.24
Spin multiplicity: 1
Relative energy (zero: lowest compared OMol25 entry of this formula, charge and spin) in kJ/mol: 3188.7

=====

Density functional theory data (ωB97M-V/def2-TZVPD) for a molecular structure, C31H39N4O3P2PtS at a distorted geometry.

XYZ file:
```
81
Properties=species:S:1:pos:R:3:forces:R:3:lowdin_charge:R:1
Pt 0.117 2.000 0.006 -0.383 -0.559 0.254 0.908
C -2.742 0.937 -1.855 -0.002 -0.266 -0.089 -0.189
P -0.952 1.237 -1.927 0.238 0.894 0.542 0.931
C -0.153 -0.422 -1.716 0.226 -0.260 0.523 -0.254
N -0.283 -1.442 -2.521 0.216 -0.556 -0.406 0.191
C 0.451 -2.513 -2.025 0.138 0.625 0.481 -0.121
C 0.277 -3.855 -2.306 -0.241 -0.399 -0.125 0.030
C 1.016 -4.890 -1.731 0.157 0.530 0.190 0.046
C 2.069 -4.935 -0.741 0.013 -0.301 -0.207 -0.054
C 2.457 -3.998 0.155 -0.302 0.344 -0.071 0.052
C 1.680 -2.741 0.265 -0.060 0.111 0.001 -0.230
N 2.060 -1.630 1.183 0.023 -0.164 -0.112 0.167
C 1.438 -0.580 0.801 0.036 0.055 0.081 -0.344
P 1.433 1.045 1.707 -0.258 0.359 -0.396 0.944
C 3.179 1.548 1.752 0.037 -0.063 0.006 -0.213
C 0.995 0.740 3.485 0.084 -0.102 -0.047 -0.695
C 0.633 2.113 4.067 0.003 0.006 -0.022 -0.068
C 2.191 0.132 4.226 -0.038 0.008 0.041 -0.088
C -0.193 -0.211 3.604 -0.009 0.048 0.031 -0.067
C -0.676 1.897 -3.641 0.053 -0.122 -0.143 -0.701
C -1.133 0.905 -4.713 -0.033 0.029 -0.025 -0.081
C 0.790 2.249 -3.889 0.004 0.047 0.014 -0.095
C -1.517 3.183 -3.697 -0.030 -0.026 0.066 -0.083
H -3.113 0.602 -2.821 -0.031 0.003 0.006 0.049
H -3.232 1.869 -1.573 0.082 0.017 0.026 0.072
H -2.984 0.190 -1.107 -0.036 0.009 0.012 0.031
H -0.479 -4.124 -3.034 0.017 -0.010 -0.001 0.130
H 0.777 -5.869 -2.131 -0.021 -0.032 -0.003 0.128
H 2.589 -5.885 -0.706 -0.036 -0.009 -0.010 0.122
H 3.265 -4.203 0.847 0.033 -0.022 0.001 0.139
H 3.807 0.703 2.030 0.024 0.008 0.014 0.058
H 3.283 2.335 2.499 -0.019 -0.010 0.015 0.056
H 3.490 1.943 0.791 -0.067 -0.013 -0.034 0.032
H 1.457 2.825 3.986 -0.004 -0.008 -0.003 0.084
H 0.406 1.995 5.128 -0.005 -0.007 0.005 0.103
H -0.244 2.547 3.583 0.001 -0.003 -0.008 0.073
H 3.038 0.814 4.288 -0.001 -0.001 -0.010 0.076
H 2.518 -0.802 3.767 0.011 0.002 0.002 0.075
H 1.876 -0.087 5.248 0.008 -0.008 0.011 0.095
H -1.091 0.197 3.153 0.023 -0.005 0.001 0.056
H -0.405 -0.364 4.664 -0.003 -0.013 0.004 0.104
H 0.020 -1.188 3.165 -0.001 -0.018 -0.005 0.079
H -0.547 -0.012 -4.691 0.014 0.002 -0.023 0.069
H -0.996 1.377 -5.688 0.008 -0.024 -0.004 0.097
H -2.187 0.640 -4.632 -0.008 0.008 0.001 0.072
H 1.420 1.359 -3.887 0.017 0.036 0.015 0.072
H 1.168 2.966 -3.160 0.013 -0.085 0.016 0.078
H 0.865 2.703 -4.879 -0.032 -0.002 -0.021 0.097
H -2.587 2.978 -3.657 -0.018 0.005 0.007 0.080
H -1.314 3.687 -4.643 0.015 -0.025 -0.002 0.099
H -1.262 3.872 -2.888 0.006 -0.011 -0.008 0.090
C 3.524 -2.600 -2.374 -0.046 -0.146 0.109 -0.023
C 2.678 -1.511 -1.763 0.235 0.262 -0.367 -0.157
C 3.112 -0.255 -1.971 -0.206 -0.309 0.163 0.004
C 2.682 1.106 -1.600 -0.036 0.508 0.160 -0.311
N 1.697 1.563 -0.990 0.185 -0.041 -0.474 -0.240
C 0.555 -0.905 -0.429 -0.294 0.118 0.087 -0.211
C 1.422 -1.994 -1.030 0.267 -0.276 -0.221 -0.298
H 4.212 -2.183 -3.105 -0.030 -0.026 0.012 0.092
H 2.918 -3.360 -2.864 0.070 -0.058 -0.088 0.080
H 4.113 -3.105 -1.607 0.084 -0.046 -0.025 0.091
H 4.020 -0.191 -2.560 0.080 -0.107 -0.031 0.110
H 3.400 1.859 -1.963 0.332 -0.161 -0.180 0.110
H -0.273 -1.458 0.055 -0.052 0.011 0.004 0.146
H 0.685 -3.066 0.617 -0.020 -0.133 0.032 0.179
O -3.832 2.724 4.778 -0.032 -0.027 0.072 -0.281
S -4.190 2.728 3.393 0.210 0.105 -0.145 0.636
O -5.435 3.291 2.976 -0.081 -0.009 0.013 -0.273
N -2.954 3.356 2.505 -0.241 0.028 0.224 0.013
C -2.397 2.459 1.762 0.531 0.093 -0.417 -0.508
O -1.429 2.785 0.972 -0.706 0.275 0.431 -0.288
C -2.975 1.076 1.865 -0.035 -0.011 0.007 -0.158
C -2.590 -0.108 1.264 -0.015 -0.070 -0.022 -0.093
C -3.290 -1.272 1.553 -0.018 0.038 0.012 -0.064
C -4.362 -1.250 2.440 -0.012 -0.016 0.007 -0.049
C -4.742 -0.066 3.062 0.000 -0.018 -0.007 -0.009
C -4.030 1.075 2.755 -0.009 -0.036 0.012 -0.200
H -1.733 -0.124 0.606 -0.010 0.059 0.035 0.054
H -3.000 -2.207 1.090 -0.007 -0.019 0.000 0.104
H -4.898 -2.165 2.655 -0.005 -0.002 0.005 0.112
H -5.564 -0.038 3.765 -0.002 -0.005 -0.001 0.130
```
Positions in Å, forces in eV/Å.

Computed properties:
HOMO level (spin up / spin down) in eV: -10.31 / -10.31
Spin multiplicity: 1
Relative energy (zero: lowest compared OMol25 entry of this formula, charge and spin) in kJ/mol: 815.9
Charge: +1